Entry 1:
18
Properties=species:S:1:pos:R:3 method="wB97M-V/def2-TZVPD" molar_mass_g_mol=183.323 e_above_lowest_kcal_mol=326.2 e_lumo_ev=0.132 charge=0 energy_ha=-1481.77154 gap_ev=5.441 max_force_ha_per_bohr=0.347 homo_energy_ha=-0.195
C 3.0401 1.6133 -0.1285
C 1.8029 -0.4628 0.0999
C -4.0017 0.2289 -0.0741
C -1.4802 -0.7769 0.2722
H 3.8681 1.9684 -0.7700
H 2.1735 2.3772 -0.1975
H 3.4349 1.8537 0.9685
H 1.9597 -1.6312 -1.5696
H 0.9952 -2.2948 -0.1313
H -4.1553 -0.8169 -0.5758
H -4.5985 1.0285 -0.5523
H -4.1720 0.2598 1.1672
H -2.2787 -1.4674 0.7465
N 1.5886 -1.6491 -0.5290
O 2.8799 0.2391 -0.3930
S 0.9133 -0.0216 1.4419
S -2.1301 0.7500 -0.0635
S 0.1602 -1.1984 0.2884


Entry 2:
23
Properties=species:S:1:pos:R:3 method="wB97M-V/def2-TZVPD" molar_mass_g_mol=163.724 e_above_lowest_kcal_mol=0.0 e_lumo_ev=0.896 charge=0 energy_ha=-1041.50157 gap_ev=9.197 smiles="C=C[Si@@](Cl)(CC)N(C)C" max_force_ha_per_bohr=0.060 homo_energy_ha=-0.305
C 3.0008 -0.8372 -0.6789
C 1.8778 -0.3397 -1.1792
C -1.5494 2.4474 -0.1889
C -0.1422 -1.4517 1.9160
C -1.4168 -1.5844 -0.1015
C -0.5096 1.7667 -1.0760
N -0.5870 -0.7503 0.7364
Si 0.5483 0.5012 -0.1330
Cl 1.4501 1.4519 1.4182
H 3.7273 -1.3528 -1.2864
H 3.2444 -0.7353 0.3666
H 1.6851 -0.4712 -2.2377
H -2.2236 1.7114 0.2411
H -1.0619 2.9763 0.6272
H -2.1349 3.1653 -0.7617
H 0.4640 -0.7973 2.5356
H -1.0237 -1.7586 2.4907
H 0.4388 -2.3552 1.6747
H -1.7267 -1.0390 -0.9903
H -0.8983 -2.5019 -0.4156
H -2.3112 -1.8763 0.4593
H 0.1545 2.5290 -1.4894
H -1.0057 1.3017 -1.9272